Computed, not measured: a single C18H18ClFN4O3 molecule, with ωB97M-V/def2-TZVPD.

The structure (SMILES) is COc1cc(F)c(OCCNc2cc(Cl)ccc2-n2cncn2)cc1OC. The spin multiplicity is 1. The highest occupied orbital energy is -0.2895 Eh.

Each line ends with the Mulliken charge.
Cartesian coordinates (Å):
C 3.93890 -2.70634 3.30837  -0.80
O 4.50888 -2.50192 1.98566  -0.52
C 3.54010 -2.13525 1.09182  0.62
C 2.56880 -3.04738 0.63582  -0.30
C 1.52602 -2.61846 -0.18662  0.28
F 0.60330 -3.54937 -0.53629  -0.36
C 1.53802 -1.30925 -0.70110  -0.30
O 0.60455 -0.67849 -1.46848  -0.42
C -0.56069 -1.36018 -1.97546  -0.71
C -1.70975 -1.60728 -0.96739  -0.83
N -2.59772 -0.41900 -0.77974  -0.26
C -2.17892 0.80129 -0.18145  1.11
C -1.10608 0.81546 0.74275  -0.62
C -0.71868 2.00317 1.31195  -0.01
Cl 0.60695 2.02394 2.41359  -0.20
C -1.40713 3.16811 0.95150  -0.88
C -2.50632 3.14759 0.06627  -0.64
C -2.88594 1.95071 -0.53513  0.46
N -4.02676 1.94518 -1.40807  0.40
C -5.05812 2.86175 -1.42472  0.05
N -5.99116 2.46784 -2.26378  -0.63
C -5.48166 1.26875 -2.83346  -0.22
N -4.30939 0.97293 -2.35341  -0.80
C 2.51009 -0.44023 -0.27547  -0.10
C 3.48661 -0.80400 0.64083  0.23
O 4.44207 0.04141 1.16262  -0.43
C 4.50954 1.40445 0.72723  -0.73
H 4.29168 -3.65149 3.75720  0.26
H 4.20726 -1.88758 3.97759  0.26
H 2.86702 -2.73515 3.27915  0.40
H 2.63224 -4.08230 0.94271  0.49
H -0.97427 -0.80730 -2.81534  0.49
H -0.22572 -2.30534 -2.38759  0.42
H -1.31117 -1.95303 -0.00705  0.38
H -2.35561 -2.37748 -1.36012  0.35
H -3.27712 -0.23097 -1.52724  0.46
H -0.61531 -0.12672 1.03504  0.36
H -1.10371 4.14269 1.27807  0.40
H -2.94593 4.09488 -0.22927  0.33
H -5.10295 3.69940 -0.75164  0.36
H -6.04076 0.68670 -3.54989  0.40
H 2.47826 0.59477 -0.63494  0.42
H 5.33805 1.87975 1.26032  0.23
H 3.54837 1.94247 0.92387  0.23
H 4.74414 1.42130 -0.33871  0.35



Computed, not measured: a single C18H18ClN3O3 molecule, with ωB97M-V/def2-TZVPD.

The structure (SMILES) is C/C(CC(=O)Nc1ccc(C)c(Cl)c1)=N\NC(=O)c1cccc(O)c1. The spin multiplicity is 1. The highest occupied orbital energy is -0.3118 Eh.

Each line ends with the Mulliken charge.
Cartesian coordinates (Å):
C 2.57479 1.58546 -4.17203  -1.46
C 1.61720 1.71603 -2.86603  0.57
C 2.12544 2.53410 -1.94989  -0.82
C 2.39157 1.57509 -0.86528  0.44
O 3.39662 1.16755 -0.52806  -0.49
N 1.29926 1.29806 -0.09139  0.05
C 0.83774 0.68237 1.01996  0.09
C 1.87284 -0.59331 1.27834  -0.44
C 1.82865 -1.39728 2.30360  -1.09
C 0.46483 -1.34401 3.11020  1.11
C 0.31645 -2.32748 4.22791  -1.93
C -0.06737 -0.23159 2.89118  0.30
Cl -1.49673 0.25325 4.05996  -0.29
C 0.10422 0.68130 1.98313  -0.18
N 0.46027 1.03715 -2.65549  0.23
N 0.07966 0.18689 -3.54338  -0.23
C -0.77760 -0.54447 -3.07976  -0.36
O -1.04134 -1.68061 -3.91338  -0.77
C -1.22949 -0.56158 -1.89795  1.03
C -2.11300 0.81538 -1.63384  -0.79
C -2.76691 0.81925 -0.40815  -0.33
C -2.61247 -0.11530 0.69046  -0.72
C -2.08836 -1.26085 0.28166  1.05
O -1.94729 -2.41013 1.19389  -0.53
C -1.52107 -1.42222 -0.93048  -0.51
H 2.28235 0.89114 -4.90973  0.37
H 2.77244 2.46645 -4.80829  0.35
H 3.59734 1.31549 -3.97162  0.37
H 1.31435 3.47534 -1.67011  0.21
H 2.99135 3.05162 -2.32659  0.45
H 0.37066 1.88602 -0.32036  0.18
H 2.84638 -0.96603 0.49091  -0.01
H 2.22423 -2.18976 2.37943  0.69
H -0.55792 -2.60121 4.13767  0.67
H 1.12157 -3.08003 4.16978  0.29
H 0.25249 -1.92839 5.15587  0.49
H -0.71423 1.59785 1.82511  0.11
H 0.36678 -0.05245 -4.44075  0.25
H -1.90595 1.70433 -2.13945  0.43
H -3.15478 1.76607 -0.05176  0.35
H -3.15136 0.10531 1.61122  0.51
H -1.45948 -3.11042 1.00097  0.30
H -0.91666 -2.51829 -1.21067  0.05



Computed, not measured: a molecular structure, C18H18CoN2O8S2, with ωB97M-V/def2-TZVPD.

Its net charge is +1. The spin multiplicity is 5. The highest occupied orbital energy (spin up / spin down) is -0.4524 / -0.4533 Eh.

Each line ends with the Löwdin spin population.
Cartesian coordinates (Å):
Co -0.12202 -1.37177 0.19111  2.71
C -1.75700 -3.87331 -0.29699  0.00
O -0.44875 -3.28738 -0.44378  0.06
C 0.61300 -4.15776 -0.03175  0.00
C 1.89740 -3.39881 -0.25599  0.01
O 1.82591 -2.12324 0.39622  0.04
C 2.50882 -2.06715 1.66635  0.00
H -1.89519 -4.19482 0.73523  0.00
H -1.85293 -4.71332 -0.98384  0.00
H -2.48299 -3.10268 -0.54357  0.00
H 0.59774 -5.06815 -0.63618  0.00
H 0.46553 -4.41712 1.02123  0.00
H 2.05694 -3.20769 -1.31972  0.00
H 2.74544 -3.97003 0.12273  0.00
H 3.50346 -2.49351 1.54889  0.00
H 1.93979 -2.60516 2.42475  0.00
H 2.59327 -1.02069 1.93985  0.00
O -0.71958 -1.35691 4.18416  0.02
C -0.43335 -0.90840 3.10441  0.01
O -0.58225 -1.59053 1.98077  0.10
C 0.12995 0.48508 2.98011  0.00
C 0.03155 1.38760 4.03739  0.00
C 0.48618 2.69125 3.89262  0.00
C 1.02913 3.12837 2.68868  0.00
C 1.13066 2.21380 1.66015  0.00
C 0.71844 0.91263 1.81086  0.02
N 1.60045 2.62303 0.32804  0.00
O 1.94129 3.76702 0.16952  0.00
O 1.60072 1.76834 -0.54825  0.00
H -0.41892 1.05103 4.96112  0.00
H 0.39760 3.38646 4.71529  0.00
H 1.35186 4.14891 2.54371  0.00
H 0.86077 0.23172 0.98465  0.01
O -1.74574 1.71071 0.36972  0.01
S -2.13430 1.05720 -0.83312  0.01
O -3.38902 0.39973 -0.96215  0.00
N -0.90865 -0.11359 -1.18853  0.08
C -0.34418 0.15152 -2.32311  0.09
S 0.85743 -0.87975 -2.98514  0.80
C -0.79295 1.37768 -3.00814  0.02
C -0.35581 1.92228 -4.20320  0.01
C -0.91585 3.12698 -4.60738  0.00
C -1.88708 3.75888 -3.83638  0.00
C -2.33654 3.20539 -2.64065  0.00
C -1.76362 2.01416 -2.25550  0.00
H 0.39701 1.43113 -4.80524  0.01
H -0.59382 3.58150 -5.53334  0.00
H -2.30340 4.69877 -4.17084  0.00
H -3.09638 3.69063 -2.04477  0.00



Computed, not measured: a single C18H18F3N3O2S2 molecule, with ωB97M-V/def2-TZVPD.

The structure (SMILES) is O=S(=O)(c1cccc(NC(=S)N2CCN(c3ccccc3F)CC2)c1)C(F)F. The spin multiplicity is 1. The highest occupied orbital energy is -0.2970 Eh.

Each line ends with the Mulliken charge.
Cartesian coordinates (Å):
O -4.49227 -2.56896 -3.24774  -0.62
S -3.75802 -2.33466 -4.45175  1.17
O -4.47539 -2.07533 -5.66339  -0.65
C -2.44282 -1.15316 -4.21629  -0.17
C -1.87137 -0.58281 -5.33641  -0.63
C -0.77493 0.24551 -5.15844  -0.80
C -0.28981 0.49105 -3.88734  -0.65
C -0.89353 -0.07510 -2.76178  0.42
N -0.34484 0.17527 -1.51213  -0.02
C -1.02484 0.24851 -0.31370  0.45
S -2.66046 0.47409 -0.25634  -0.38
N -0.27232 0.14490 0.80408  0.08
C -0.78202 0.56053 2.09306  -0.85
C -0.07943 1.86747 2.49668  -1.11
N 1.36066 1.73658 2.50395  0.06
C 2.03068 1.37533 3.66553  0.65
C 1.38019 0.89483 4.80745  -0.33
C 2.06862 0.60733 5.97133  -0.90
C 3.43890 0.77700 6.04529  -0.43
C 4.11426 1.25893 4.93740  -0.57
C 3.41558 1.55807 3.78832  0.50
F 4.12832 2.06711 2.74693  -0.34
C 1.84468 1.28868 1.21618  -0.66
C 1.16149 -0.03984 0.83784  -0.98
C -1.98086 -0.93063 -2.93827  -0.11
C -2.77011 -3.91234 -4.76384  0.24
F -1.99977 -3.72171 -5.84861  -0.23
F -1.94587 -4.09351 -3.71650  -0.23
H -2.28469 -0.79200 -6.30876  0.49
H -0.29704 0.70137 -6.01141  0.39
H 0.56823 1.13618 -3.75826  0.37
H 0.56880 0.60758 -1.54141  0.21
H -1.85879 0.71094 2.01323  0.36
H -0.57798 -0.23044 2.82061  0.41
H -0.42755 2.21330 3.46846  0.59
H -0.33308 2.63385 1.75487  0.33
H 0.31423 0.73516 4.79015  0.28
H 1.52311 0.23696 6.82597  0.39
H 3.97662 0.54636 6.95062  0.38
H 5.17972 1.42628 4.95353  0.43
H 2.92281 1.15399 1.22705  0.41
H 1.59737 2.05642 0.47364  0.35
H 1.53656 -0.43188 -0.10671  0.46
H 1.38116 -0.77912 1.61783  0.34
H -2.47022 -1.41300 -2.10933  0.60
H -3.40400 -4.79508 -4.90160  0.30



no.,E (hartree)
1,-1701.4416
2,-1546.3050
3,-3586.9289
4,-2107.4091